# 1
The following is a quantum chemistry calculation of an isolated molecule of C3H5IN2 in a non-equilibrium geometry, from the OMol25 dataset.

Atoms and positions in Å:
1 C 0.41 -0.54 -0.46
2 C -1.14 -0.12 -0.57
3 C 1.02 0.11 0.71
4 N -1.53 0.28 0.77
5 N -0.80 0.67 1.62
6 I 1.71 2.03 0.31
7 H 0.60 -1.58 -0.32
8 H 1.04 -0.25 -1.36
9 H -1.28 0.81 -1.14
10 H -1.73 -0.92 -0.98
11 H 1.70 -0.49 1.42

Calculated values
- Multiplicity: 3
- Lowest unoccupied orbital energy (alpha / beta): 0.554 / -1.330 eV
- Orbital gap (alpha / beta): 6.74 / 8.36 eV

Charges in e, computed with Löwdin, in the same order as the atoms: atom 1 (C): -0.331, atom 2 (C): -0.174, atom 3 (C): -0.716, atom 4 (N): -0.101, atom 5 (N): 0.046, atom 6 (I): 0.820, atom 7 (H): 0.084, atom 8 (H): 0.099, atom 9 (H): 0.110, atom 10 (H): 0.095, atom 11 (H): 0.068

=====

# 2
The following is a quantum chemistry calculation of an isolated ion of composition C3H5IN3 and charge +1 in a non-equilibrium geometry, from the OMol25 dataset.

Atoms and positions in Å:
1 C 0.33 -1.64 -0.12
2 N 0.05 -0.22 0.09
3 C 1.11 0.56 -0.06
4 N 0.78 1.94 -0.08
5 C -0.45 2.12 -0.10
6 N -1.07 0.41 0.15
7 I -2.86 -0.50 0.26
8 H -0.52 -2.07 -0.70
9 H 1.39 -1.70 -0.40
10 H 0.17 -2.19 0.79
11 H 2.22 0.46 -0.02
12 H -1.15 2.83 0.20

Calculated values
- Net charge: +1
- Lowest unoccupied orbital energy: -4.989 eV
- Orbital gap: 8.65 eV

Charges in e, computed with Löwdin, in the same order as the atoms: atom 1 (C): 0.003, atom 2 (N): -0.250, atom 3 (C): -0.054, atom 4 (N): 0.111, atom 5 (C): 0.101, atom 6 (N): -0.509, atom 7 (I): 1.018, atom 8 (H): 0.084, atom 9 (H): 0.119, atom 10 (H): 0.097, atom 11 (H): 0.172, atom 12 (H): 0.108

=====

Calculated energy relative to the best compared isomer or geometry (same formula, charge and spin) (kJ/mol), listed in the same order as above: 41.3; 302.5
Calculated calculated total energy (a.u.), listed in the same order as above: -524.33137; -578.87935